Molecular formula: C36H54O27
Method: DFT, ωB97M-V/def2-TZVPD

max |F|: 2.332 eV/A
HOMO: -0.37527 Eh
Kohn-Sham gap: 10.1 eV
E_LUMO: -0.07 eV
relative energy (zero: lowest compared OMol25 entry of this formula, charge and spin): 1.045 eV
structure (SMILES): C[C@H]1COC(=O)O1.C[C@H]1COC(=O)O1.C[C@H]1COC(=O)O1.C[C@H]1COC(=O)O1.C[C@H]1COC(=O)O1.C[C@H]1COC(=O)O1.C[C@H]1COC(=O)O1.C[C@H]1COC(=O)O1.C[C@H]1COC(=O)O1

Positions of all 117 atoms, in Å:
1 C -0.089 -10.557 0.792
2 C -1.038 -11.544 0.147
3 C -1.604 -12.538 1.181
4 O -2.982 -12.671 0.802
5 C -3.335 -11.558 0.122
6 O -4.450 -11.259 -0.163
7 O -2.243 -10.847 -0.220
8 H 0.760 -11.098 1.219
9 H -0.603 -10.080 1.626
10 H 0.295 -9.825 0.087
11 H -0.623 -12.077 -0.707
12 H -1.564 -12.083 2.172
13 H -1.179 -13.536 1.157
14 C -6.552 -11.454 8.470
15 C -7.036 -12.333 7.327
16 C -8.263 -11.717 6.630
17 O -7.796 -11.436 5.312
18 C -6.496 -11.778 5.182
19 O -5.841 -11.589 4.213
20 O -6.054 -12.396 6.310
21 H -6.142 -10.529 8.053
22 H -5.732 -11.910 9.027
23 H -7.327 -11.166 9.179
24 H -7.284 -13.316 7.726
25 H -8.574 -10.761 7.052
26 H -9.113 -12.398 6.640
27 C -10.776 -17.140 -1.825
28 C -10.900 -15.660 -2.079
29 C -9.558 -14.878 -2.178
30 O -9.478 -14.437 -3.525
31 C -10.542 -14.849 -4.217
32 O -10.740 -14.729 -5.382
33 O -11.440 -15.442 -3.383
34 H -9.784 -17.576 -1.977
35 H -11.482 -17.696 -2.440
36 H -10.932 -17.412 -0.774
37 H -11.494 -15.102 -1.353
38 H -8.730 -15.545 -1.931
39 H -9.445 -14.030 -1.504
40 C -14.678 -2.440 0.746
41 C -14.194 -3.615 1.574
42 C -14.840 -4.989 1.202
43 O -13.713 -5.830 1.018
44 C -12.562 -5.170 1.228
45 O -11.467 -5.627 1.169
46 O -12.811 -3.845 1.362
47 H -13.999 -1.595 0.866
48 H -15.663 -2.099 1.053
49 H -14.626 -2.762 -0.296
50 H -14.445 -3.472 2.631
51 H -15.372 -4.819 0.265
52 H -15.462 -5.357 2.012
53 C -13.968 -9.530 1.747
54 C -13.964 -9.212 3.234
55 C -12.748 -8.425 3.715
56 O -13.322 -7.427 4.579
57 C -14.609 -7.224 4.243
58 O -15.272 -6.287 4.561
59 O -15.012 -8.216 3.428
60 H -14.161 -8.629 1.176
61 H -14.773 -10.245 1.565
62 H -13.024 -9.988 1.449
63 H -14.198 -10.007 3.942
64 H -12.264 -7.882 2.895
65 H -11.955 -8.902 4.283
66 C -12.556 -13.044 0.403
67 C -11.838 -13.876 1.463
68 C -12.287 -15.336 1.608
69 O -11.061 -16.042 1.771
70 C -10.080 -15.307 1.179
71 O -9.060 -15.767 0.780
72 O -10.459 -14.021 1.089
73 H -11.853 -12.614 -0.306
74 H -13.095 -12.227 0.895
75 H -13.384 -13.584 -0.062
76 H -11.879 -13.365 2.427
77 H -12.780 -15.701 0.704
78 H -12.961 -15.450 2.454
79 C -1.907 -6.987 1.855
80 C -3.211 -7.742 1.644
81 C -4.394 -7.187 2.469
82 O -5.496 -7.337 1.594
83 C -5.024 -7.368 0.309
84 O -5.687 -7.323 -0.672
85 O -3.685 -7.500 0.326
86 H -1.312 -7.138 0.954
87 H -1.376 -7.324 2.745
88 H -2.064 -5.916 1.988
89 H -3.051 -8.803 1.845
90 H -4.195 -6.161 2.784
91 H -4.555 -7.777 3.371
92 C -10.736 -5.009 4.585
93 C -9.356 -5.104 3.939
94 C -8.550 -3.812 3.994
95 O -7.432 -4.109 4.833
96 C -7.445 -5.409 5.171
97 O -6.573 -5.975 5.751
98 O -8.606 -5.989 4.795
99 H -11.368 -4.174 4.288
100 H -10.519 -4.890 5.659
101 H -11.362 -5.889 4.749
102 H -9.407 -5.509 2.930
103 H -9.054 -2.938 4.414
104 H -8.233 -3.467 3.008
105 C -9.286 -8.437 1.824
106 C -8.363 -9.003 0.775
107 C -7.721 -10.372 1.142
108 O -8.361 -11.301 0.301
109 C -9.162 -10.679 -0.577
110 O -9.787 -11.231 -1.436
111 O -9.168 -9.357 -0.386
112 H -10.018 -7.724 1.434
113 H -8.641 -7.922 2.542
114 H -9.931 -9.176 2.308
115 H -7.613 -8.301 0.430
116 H -7.762 -10.578 2.209
117 H -6.667 -10.238 0.889

Atomic partial charges in e from the Mulliken method, atoms 1 to 99:
1 C -1.2795
2 C 0.4149
3 C -0.5246
4 O -0.3124
5 C 0.6388
6 O -0.5354
7 O -0.3010
8 H 0.3915
9 H 0.2293
10 H 0.3383
11 H 0.3363
12 H 0.2837
13 H 0.3193
14 C -1.3748
15 C 0.3941
16 C -0.3933
17 O -0.2226
18 C 0.5500
19 O -0.4631
20 O -0.3682
21 H 0.3315
22 H 0.3483
23 H 0.3712
24 H 0.2627
25 H 0.2751
26 H 0.2810
27 C -1.3158
28 C 1.3081
29 C 0.0277
30 O -0.3667
31 C 0.4888
32 O -0.5487
33 O -0.4544
34 H 0.3165
35 H 0.4106
36 H 0.3025
37 H -0.3847
38 H 0.2633
39 H -0.0692
40 C -1.4393
41 C 0.4635
42 C -0.4560
43 O -0.2521
44 C 0.6068
45 O -0.5065
46 O -0.3955
47 H 0.3435
48 H 0.3708
49 H 0.3691
50 H 0.2592
51 H 0.3451
52 H 0.2564
53 C -1.0024
54 C 0.4380
55 C 0.0417
56 O -0.3829
57 C 0.6216
58 O -0.5639
59 O -0.3573
60 H 0.2005
61 H 0.3726
62 H 0.1500
63 H 0.3106
64 H -0.1947
65 H 0.3836
66 C -1.0329
67 C 0.4856
68 C -0.5874
69 O -0.3735
70 C 0.4384
71 O -0.4985
72 O -0.1467
73 H 0.2795
74 H -0.0880
75 H 0.4528
76 H 0.4707
77 H 0.3026
78 H 0.3611
79 C -1.7102
80 C 1.1531
81 C -0.6259
82 O -0.1178
83 C 0.5069
84 O -0.5443
85 O -0.3773
86 H 0.3473
87 H 0.3700
88 H 0.4471
89 H -0.0353
90 H 0.2719
91 H 0.3302
92 C -1.5079
93 C 1.2010
94 C -0.5287
95 O -0.3545
96 C 0.6216
97 O -0.5621
98 O -0.3647
99 H 0.3024